w:
A cluster of 2 separate species, C4H9O in total. Source: the OMol25 dataset; level of theory: ωB97M-V with the def2-TZVPD basis set.

Positions of all 14 atoms, in Å:
C -2.099 -1.534 -0.417
O -2.309 -0.215 -0.215
H -2.984 -2.263 -0.505
H -1.410 -1.942 -1.216
H -1.598 -2.042 0.437
C 2.527 0.013 -0.211
C 1.642 0.907 0.648
C 0.378 1.246 0.362
H 3.602 0.316 -0.170
H 2.376 -1.056 -0.073
H 2.116 0.247 -1.206
H 2.013 1.405 1.545
H 0.016 2.154 0.775
H -0.284 0.736 -0.402

For the frontier orbital gap, the calculation gives 5.98 eV. Its total charge is -1. The value obtained for the HOMO energy is -2.041 eV.



x:
A cluster of 2 separate species, C4H9O in total. Source: the OMol25 dataset; level of theory: ωB97M-V with the def2-TZVPD basis set.

Positions of all 14 atoms, in Å:
C 2.683 0.673 -0.320
O 1.937 1.702 0.088
H 2.118 -0.302 -0.503
H 3.428 0.335 0.440
H 3.198 0.778 -1.309
C -0.901 0.358 0.815
C -1.381 -0.922 0.198
C -2.436 -0.997 -0.608
H -1.349 0.688 1.740
H -0.989 1.193 0.122
H 0.169 0.313 0.998
H -0.728 -1.776 0.323
H -2.773 -1.927 -1.047
H -2.976 -0.116 -0.938

For the frontier orbital gap, the calculation gives 5.87 eV. Its total charge is -1. The value obtained for the HOMO energy is -1.944 eV.



y:
A cluster of 2 separate species, C4H9O in total. Source: the OMol25 dataset; level of theory: ωB97M-V with the def2-TZVPD basis set.

Positions of all 14 atoms, in Å:
C -2.367 -0.261 0.608
O -1.573 -1.276 0.164
H -1.923 0.674 0.701
H -3.338 -0.031 -0.001
H -2.986 -0.452 1.696
C 0.692 -0.102 -1.236
C 1.896 0.233 -0.475
C 1.916 0.269 0.903
H 0.835 0.481 -2.175
H 0.373 -1.163 -1.270
H -0.157 0.452 -0.710
H 2.859 0.162 -1.000
H 2.864 0.795 1.272
H 0.907 0.218 1.521

For the frontier orbital gap, the calculation gives 6.27 eV. Its total charge is -1. The value obtained for the HOMO energy is -2.149 eV.



Relative energies with respect to the most stable structure, expressed in eV: w 0.458; x 0.000; y 1.059.



w:
A cluster of 2 separate species, C3H10N2S in total. Source: the OMol25 dataset; level of theory: ωB97M-V with the def2-TZVPD basis set.

Positions of all 16 atoms, in Å:
C -1.167 -2.330 -0.401
C -1.408 -0.844 -0.752
S -2.118 0.292 0.470
H -2.105 -2.828 -0.693
H -0.237 -2.608 -0.865
H -1.232 -2.489 0.678
H -0.482 -0.494 -1.209
H -2.114 -0.633 -1.586
N 2.331 0.847 -1.058
C 2.274 1.410 0.216
N 2.560 0.853 1.324
H 2.967 0.067 -1.152
H 1.435 0.668 -1.474
H 1.733 2.356 0.351
H 3.444 0.381 1.499
H -2.923 -0.767 0.772

The multiplicity is 2. For the frontier orbital gap (alpha / beta), the calculation gives 6.94 / 2.34 eV. Its total charge is +1. The value obtained for the HOMO energy (alpha / beta) is -11.634 / -11.626 eV. The expectation value of S² is 0.7532.



x:
The ion C3H10N2S with charge +1. Source: the OMol25 dataset; level of theory: ωB97M-V with the def2-TZVPD basis set.

Positions of all 16 atoms, in Å:
N -0.257 1.271 -0.614
C -0.416 -0.192 -0.254
C 0.786 -0.771 0.488
S 2.399 -0.252 -0.137
C -1.666 -0.279 0.613
N -2.844 0.432 0.043
H -0.498 1.921 0.081
H -1.031 1.448 -1.273
H -0.590 -0.859 -1.136
H 0.727 -0.351 1.516
H 0.669 -1.826 0.487
H 2.128 -0.439 -1.474
H -1.400 0.078 1.675
H -1.939 -1.340 0.759
H -3.605 -0.109 -0.265
H -3.359 1.038 0.742

The multiplicity is 2. For the frontier orbital gap (alpha / beta), the calculation gives 10.34 / 4.94 eV. Its total charge is +1. The value obtained for the HOMO energy (alpha / beta) is -13.679 / -13.621 eV. The expectation value of S² is 0.7570.



Relative energies with respect to the most stable structure, expressed in eV: w 1.721; x 0.000.